(1)
111
Properties=species:S:1:pos:R:3 method="wB97M-V/def2-TZVPD" mol_weight_da=1186.89 s_squared=1.20 homo_ev="-8.871 / -8.997" relative_energy_kj_mol=624.9 total_charge=+1 homo_lumo_gap_ha="0.1731 / 0.1768" spin_multiplicity=2
Ir 0.104 -0.545 -0.321
Te 0.266 2.091 0.625
Se 2.879 0.517 -0.404
S -2.865 -4.121 -1.568
Si 0.133 5.580 0.623
Si 1.563 2.258 3.652
F 6.683 -0.768 0.191
F 6.402 0.268 -2.569
F 4.667 -3.039 0.514
F 3.287 -3.349 -2.072
F 4.534 -1.490 -3.979
O -1.510 2.870 0.061
O -2.010 0.886 0.805
O 0.448 1.482 -1.571
N -2.792 -2.216 0.343
N 1.320 -2.571 -0.034
N -1.276 -2.069 -1.432
N -0.260 -1.000 1.981
C 0.920 -3.152 2.336
C 1.669 1.166 -3.634
C -0.686 6.173 -0.993
C 0.489 3.307 -3.193
C -1.497 -4.656 -3.986
C -4.478 1.224 2.155
C -1.698 -3.890 -2.850
C -6.107 2.169 0.530
C 0.023 -2.345 -3.516
C -1.239 5.650 1.961
C -0.536 -4.241 -4.892
C -4.793 1.866 0.835
C 1.059 2.344 5.486
C 2.385 0.561 3.341
C 1.493 6.809 1.158
C -3.109 3.169 -2.342
C -5.454 3.098 -1.562
C -3.780 2.209 -0.082
C 1.150 3.961 0.282
C -2.268 -2.653 -0.818
C 0.212 -3.091 -4.661
C -7.892 3.085 -0.979
C 5.559 -0.889 -0.551
C -0.945 -2.732 -2.598
C -4.120 2.825 -1.295
C -0.085 2.496 2.696
C 5.649 -0.668 -2.003
C 2.856 3.613 3.313
C 4.172 -2.384 -1.774
C 4.226 -0.651 0.105
C -0.307 -2.301 2.652
C 4.783 -1.524 -2.670
C 0.455 1.796 -2.946
C 0.943 -3.642 0.892
C -2.380 1.939 0.270
C -6.463 2.787 -0.666
C 4.557 -2.032 -0.400
H 3.541 3.660 4.154
H -0.858 5.620 2.979
H 2.246 -2.249 0.239
H -2.584 -1.254 0.580
H -1.030 7.194 -0.860
H 1.073 7.807 1.222
H -8.414 2.165 -1.239
H -3.683 1.760 2.670
H 1.578 1.269 -4.712
H 1.470 3.955 -0.758
H 1.754 0.112 -3.379
H 0.296 3.503 -4.245
H -0.262 3.816 -2.596
H -1.553 5.575 -1.255
H 3.393 0.592 3.744
H 0.911 -4.018 2.997
H 1.920 6.584 2.131
H 1.394 -2.953 -0.975
H 2.413 4.598 3.208
H 1.474 3.701 -2.947
H -0.383 -4.811 -5.796
H -0.837 1.805 3.079
H -1.743 6.608 1.854
H -6.881 1.922 1.243
H 0.952 -2.780 -5.382
H 2.046 3.937 0.893
H -0.457 3.502 2.845
H -5.361 1.223 2.789
H -3.507 2.942 -3.329
H -2.895 4.238 -2.312
H 1.901 2.067 6.109
H 1.835 -2.596 2.544
H 0.591 -1.452 -3.318
H 1.879 -0.250 3.859
H -2.078 -5.548 -4.152
H 2.493 0.314 2.286
H -8.397 3.519 -0.121
H -2.180 2.627 -2.207
H -5.702 3.566 -2.502
H -0.005 6.171 -1.838
H 1.653 -4.474 0.811
H 3.460 3.410 2.433
H 2.309 6.847 0.444
H -1.196 -2.828 2.303
H -7.974 3.768 -1.819
H -0.383 -2.177 3.742
H -0.047 -4.006 0.611
H 0.767 3.349 5.770
H -1.999 4.882 1.846
H -3.677 -2.594 0.636
H 0.236 1.682 5.735
H 2.583 1.663 -3.309
H 0.530 -0.470 2.344
H -4.155 0.193 2.011
H -0.467 1.379 -3.391
H -1.106 -0.481 2.198



(2)
26
Properties=species:S:1:pos:R:3 method="wB97M-V/def2-TZVPD" mol_weight_da=142.23 homo_ev=-13.208 relative_energy_kj_mol=550.2 total_charge=+1 homo_lumo_gap_ha=0.2606 spin_multiplicity=1
N -1.848 0.542 0.571
N 0.903 -1.531 0.848
N -1.057 -0.472 1.102
C 0.528 0.559 -0.560
C 0.189 -0.557 0.634
C 1.172 -0.198 -1.683
C 0.113 -1.124 -2.376
C -1.570 -1.558 1.836
C 1.320 1.583 -0.103
C 0.867 2.446 0.996
H 1.309 2.190 2.004
H 1.785 0.527 -2.386
H -0.987 -2.488 1.346
H -1.480 -1.507 2.927
H -0.196 -0.713 -3.272
H -2.462 0.153 -0.148
H 1.278 3.483 0.809
H -0.633 -1.157 -1.610
H -2.347 1.171 1.156
H -0.198 2.512 1.180
H -2.664 -1.597 1.671
H -0.569 0.825 -0.852
H 1.749 -1.614 0.211
H 0.450 -2.128 -2.517
H 2.354 1.552 -0.464
H 1.992 -0.896 -1.319



(3)
31
Properties=species:S:1:pos:R:3 method="wB97M-V/def2-TZVPD" mol_weight_da=272.27 s_squared=4.14 homo_ev="-7.015 / -6.790" relative_energy_kj_mol=0.0 total_charge=0 homo_lumo_gap_ha="0.2478 / 0.2271" spin_multiplicity=4
Mn 1.331 -1.147 0.309
S 0.587 0.848 1.201
N -0.111 1.059 2.593
C -0.634 -1.951 0.152
C -1.153 2.269 -2.115
C 2.561 -1.409 -1.042
C -0.705 1.345 -1.176
C -1.566 3.540 -1.695
C 1.300 -1.198 -1.808
C -0.148 -2.185 2.410
C 0.774 -3.009 1.714
C 0.391 -2.998 0.301
C -1.522 3.889 -0.342
C -0.959 -1.500 1.483
C -0.466 1.786 0.132
C -0.962 3.012 0.589
H -1.166 -1.710 -0.760
H -0.282 -2.180 3.487
H -0.894 3.247 1.652
H -0.500 0.296 -1.436
H 0.502 0.550 3.246
H -1.164 1.983 -3.168
H 1.192 -0.294 -2.425
H 2.949 -2.435 -0.945
H 3.291 -0.598 -1.048
H -1.902 4.847 -0.002
H -1.927 4.246 -2.434
H 0.707 -3.683 -0.478
H 1.480 -3.710 2.175
H -1.799 -0.845 1.718
H 0.798 -2.063 -2.290



(4)
73
Properties=species:S:1:pos:R:3 method="wB97M-V/def2-TZVPD" mol_weight_da=638.57 s_squared=0.75 homo_ev="-10.956 / -10.956" relative_energy_kj_mol=0.0 total_charge=+1 homo_lumo_gap_ha="0.3043 / 0.3101" spin_multiplicity=2
Ti 0.218 0.293 -1.015
S -4.610 -0.617 -2.515
S 3.588 1.918 2.042
F 2.765 -1.521 -0.625
F 1.803 -1.152 1.280
F 0.896 -2.494 -0.151
O -5.322 -0.069 -1.397
O -0.990 -0.886 -1.853
O -5.096 -0.430 -3.843
N -0.773 2.059 -2.077
N 4.122 -0.573 2.958
N -3.340 0.432 4.244
N 1.509 0.588 -2.806
N -0.967 0.510 0.827
N 2.525 0.471 4.044
N 1.476 2.064 -0.460
N -3.034 -0.077 -2.410
C -2.310 0.387 0.760
C 0.897 1.490 -3.819
C -2.862 -2.401 -1.973
C 3.604 -1.564 3.894
C -5.042 -3.426 -2.142
C 2.828 -0.690 4.880
C 5.009 -0.960 1.885
C -4.224 -2.319 -2.201
C 2.813 1.086 -2.304
C 0.567 3.230 -0.353
C -3.067 -4.730 -1.597
C -1.175 0.605 3.211
C -0.565 1.808 -3.519
C -2.253 -1.058 -2.102
C -0.263 3.373 -1.622
C -4.435 -4.641 -1.837
C 3.423 0.560 3.020
C -0.433 0.617 2.059
C 2.590 2.300 -1.417
C 1.526 -1.281 -0.065
C -2.255 -3.603 -1.659
C -3.132 0.347 1.854
C -2.571 0.457 3.137
H 3.506 2.519 -0.866
H -1.084 4.070 -1.449
H -4.200 0.242 1.714
H -1.775 1.999 -1.915
H -5.042 -5.535 -1.782
H -0.859 2.674 -4.121
H -2.749 0.333 -0.224
H 0.963 1.042 -4.812
H -4.333 0.301 4.178
H -0.078 3.061 0.510
H -0.679 0.695 4.168
H 1.659 -0.329 -3.216
H -1.192 -3.652 -1.469
H 5.290 -0.071 1.327
H 1.922 -1.172 5.240
H 4.513 -1.666 1.217
H 0.645 0.705 2.118
H 2.238 1.343 4.457
H 0.341 3.803 -2.421
H 3.449 -0.407 5.734
H -2.935 0.486 5.160
H 2.952 -2.264 3.364
H 3.269 0.284 -1.729
H -2.632 -5.690 -1.358
H 2.357 3.181 -2.014
H 3.484 1.342 -3.129
H 1.914 1.959 0.467
H 1.129 4.152 -0.176
H -1.213 0.977 -3.792
H 4.418 -2.117 4.362
H 1.488 2.405 -3.857
H -6.106 -3.356 -2.323
H 5.902 -1.421 2.305